Entry 1:
This record from the OMol25 dataset describes C22H17Br2NS7W as an isolated structure at a distorted geometry. The level of theory is wB97M-V/def2-TZVPD.

XYZ file:
```
50
Properties=species:S:1:pos:R:3:forces:R:3
W -0.265 1.741 -1.411 1.34 -1.70 -1.61
Br 0.821 4.054 -0.291 -0.21 0.23 -0.35
C -0.913 4.282 0.575 0.25 0.79 -1.19
Br -2.234 3.304 -0.415 -0.42 -0.09 -0.11
H -1.210 5.328 0.618 0.20 -0.17 0.22
H -0.726 3.775 1.467 -0.32 -0.44 1.62
S 2.354 -4.776 -3.752 -0.24 -0.03 0.31
C 1.750 -3.464 -3.052 -0.58 0.81 -0.18
S 2.743 -2.060 -2.636 0.28 -0.26 0.22
C 1.463 -0.991 -2.179 0.64 1.37 -0.19
C 0.216 -1.423 -2.338 -1.28 0.18 0.53
S -1.145 -0.277 -2.064 0.16 -0.02 -0.20
S -0.007 -3.103 -2.744 0.63 -0.02 -0.25
S 1.734 0.739 -1.801 -0.20 -0.68 0.17
C -0.140 1.087 0.540 0.41 0.33 0.26
C -0.009 0.500 1.595 -0.83 -0.45 0.68
C -0.254 -0.277 2.744 1.21 0.89 -0.41
C 0.500 0.070 3.937 -0.82 -0.61 0.10
C -0.016 -0.371 5.175 0.24 0.24 -1.42
C 0.692 -0.186 6.299 0.50 -0.57 2.58
C 1.969 0.401 6.243 0.01 -0.47 0.23
C 2.511 0.847 5.044 -0.62 0.36 0.15
C 1.738 0.754 3.902 -0.72 -0.67 0.43
C -1.131 -1.405 2.561 0.39 -0.23 0.94
C -0.993 -2.506 3.444 -0.13 -0.81 -1.27
C -1.665 -3.698 3.155 0.80 -0.02 1.01
C -2.495 -3.827 2.051 -0.98 -0.20 0.14
C -2.743 -2.701 1.274 -0.05 0.04 -1.35
C -2.007 -1.540 1.477 -1.28 -0.16 -0.77
H -0.941 -0.885 5.200 -0.79 -0.11 0.14
H 0.245 -0.633 7.233 0.88 0.91 -0.86
H 2.609 0.468 7.115 -0.33 0.00 0.15
H 3.486 1.316 5.080 -0.06 -0.05 -0.35
H 2.042 1.125 2.966 0.67 0.41 -1.01
H -0.195 -2.516 4.174 -0.31 -0.02 0.08
H -1.453 -4.522 3.841 -0.26 0.03 -0.48
H -3.039 -4.760 1.803 0.61 0.56 0.39
H -3.449 -2.759 0.389 0.96 0.10 1.31
H -2.248 -0.773 0.745 0.55 0.38 0.45
S -0.358 3.165 -3.413 -0.75 0.63 0.80
C 0.019 2.249 -4.788 -0.14 0.21 -0.87
N -0.633 2.437 -5.929 -0.40 -0.63 -0.10
C -0.201 1.583 -7.051 1.06 -0.94 0.18
C 1.284 1.220 -6.706 0.13 0.90 -0.93
S 1.361 1.226 -4.905 0.41 -0.18 0.04
H -1.607 2.756 -5.924 0.66 0.26 0.15
H -0.230 2.093 -8.009 -0.18 0.21 0.12
H -0.817 0.674 -7.109 0.01 0.30 0.12
H 1.960 2.046 -7.118 -0.70 -1.30 0.64
H 1.630 0.216 -7.012 -0.36 0.69 -0.25
```
Positions in Å, forces in eV/Å.

Results
ΔE to the lowest compared entry with this formula, charge and spin (kcal per mole): 0.0
LUMO level (spin up / spin down) (Ha): -0.2847 / -0.2847
Energy (hartree): -8905.089839
Net charge: +2
Orbital gap (spin up / spin down) (eV): 4.9 / 4.9

These are the Mulliken partial charges, in e, on atoms 1 to 4: 0.5246 0.0207 -0.4200 0.0114



Entry 2:
This record from the OMol25 dataset describes C22H17BrClN2O8Ti as an isolated structure. The level of theory is wB97M-V/def2-TZVPD.

XYZ file:
```
52
Properties=species:S:1:pos:R:3:forces:R:3
Ti 0.199 -0.739 0.003 -0.15 -0.08 -0.08
Br -0.090 5.511 3.761 0.00 0.00 0.00
C 0.440 3.963 2.805 -0.06 -0.05 -0.07
C 1.543 3.280 3.181 0.05 0.02 0.02
C 2.003 2.197 2.294 -0.08 -0.10 0.02
C 1.005 1.437 1.350 0.20 0.36 0.19
O 0.679 0.089 1.580 0.05 -0.10 -0.43
C -0.241 2.274 1.140 -0.07 -0.26 -0.12
C -1.335 1.751 0.488 0.17 0.02 -0.02
N -1.432 0.487 0.003 -0.03 0.05 0.01
C -2.520 0.127 -0.772 0.12 0.06 -0.04
C -3.522 0.928 -1.277 0.05 0.02 0.14
C -4.566 0.367 -2.038 -0.07 -0.05 -0.05
C -4.621 -0.969 -2.321 -0.10 0.07 -0.04
C -3.587 -1.812 -1.861 0.18 -0.06 0.14
C -3.512 -3.200 -2.108 0.02 0.01 0.01
C -2.449 -3.920 -1.637 -0.08 -0.08 -0.05
C -1.426 -3.271 -0.932 -0.01 0.06 0.01
N -1.468 -1.975 -0.681 0.02 -0.06 -0.06
C -2.540 -1.250 -1.109 -0.10 -0.08 -0.11
C -0.401 3.525 1.765 0.03 0.10 0.06
H 2.132 3.553 4.044 -0.02 0.01 0.00
H 2.670 1.506 2.813 0.00 -0.01 -0.01
H -2.204 2.395 0.407 -0.05 -0.06 0.01
H -3.522 1.994 -1.100 -0.01 0.00 0.00
H -5.344 1.022 -2.410 0.01 0.01 0.01
H -5.433 -1.384 -2.904 0.01 -0.01 0.01
H -4.301 -3.679 -2.675 0.01 -0.01 0.00
H -2.370 -4.984 -1.811 0.01 0.00 0.01
H -0.561 -3.813 -0.572 0.01 0.00 -0.01
H -1.294 4.093 1.544 0.01 0.01 0.01
O 1.620 1.439 -3.148 -0.11 -0.09 -0.04
C 1.790 0.903 -1.902 0.31 0.23 0.02
O 0.756 0.042 -1.549 -0.19 -0.05 0.55
C 3.065 0.085 -1.862 -0.08 -0.10 0.02
O 3.133 -0.472 -0.565 0.01 0.05 0.03
C 3.283 0.577 0.371 0.03 -0.06 -0.02
C 2.175 1.641 0.331 -0.07 -0.02 -0.10
O 2.664 2.726 1.089 -0.02 0.05 0.04
O 1.857 2.000 -0.985 0.00 -0.11 -0.02
H 0.855 2.028 -3.120 0.00 0.01 0.02
H 3.934 0.713 -2.075 0.01 0.02 -0.02
H 2.986 -0.728 -2.578 0.05 -0.01 0.00
H 4.212 1.127 0.178 0.01 0.01 0.00
H 3.337 0.114 1.352 0.00 0.00 0.00
Cl 3.680 -2.555 2.172 -0.04 0.02 0.03
C 1.972 -2.952 2.516 -0.01 0.11 -0.10
C 1.286 -3.394 1.236 -0.08 -0.25 0.09
O 1.055 -4.558 1.013 -0.02 0.06 -0.06
O 0.954 -2.421 0.417 0.01 0.32 -0.05
H 1.494 -2.057 2.907 0.06 0.01 0.04
H 1.959 -3.763 3.234 -0.01 -0.03 0.01
```
Positions in Å, forces in eV/Å.

Results
ΔE to the lowest compared entry with this formula, charge and spin (kcal per mole): 69.0
LUMO level (spin up / spin down) (Ha): -0.0366 / -0.0363
Energy (hartree): -5443.778335
Multiplicity: 2
Orbital gap (spin up / spin down) (eV): 5.6 / 7.2

These are the Mulliken partial charges, in e, on atoms 1 to 4: -0.1008 -0.2063 0.0992 -1.2314



Entry 3:
This record from the OMol25 dataset describes C22H17BrMnNO4S5 as an isolated structure at a distorted geometry. The level of theory is wB97M-V/def2-TZVPD.

XYZ file:
```
51
Properties=species:S:1:pos:R:3:forces:R:3
Mn 1.055 0.887 0.215 -1.62 0.31 1.59
O -3.784 4.609 3.536 0.44 -0.35 -0.31
C -2.934 3.961 2.970 -0.40 0.26 0.25
S -2.128 4.469 1.478 0.02 0.07 -0.03
C -1.069 3.078 1.327 0.06 0.59 -0.55
C -1.177 2.134 2.250 -0.10 -0.70 0.50
S -0.237 0.661 2.273 0.15 0.15 -0.08
S -2.352 2.382 3.527 -0.04 -0.01 0.02
S 0.054 3.069 -0.018 0.35 -0.39 -0.19
O 0.384 -1.156 -0.118 -0.05 0.35 -0.13
S -0.965 -1.697 0.372 0.18 -0.11 0.00
C -1.316 -2.983 -0.819 0.08 -0.09 -0.02
C -0.831 -2.897 -2.117 0.01 0.04 -0.02
C -1.106 -3.928 -3.002 0.00 -0.04 -0.04
C -1.850 -5.028 -2.585 -0.02 0.03 -0.02
C -2.321 -5.105 -1.282 0.03 0.04 0.00
C -2.051 -4.077 -0.387 -0.04 0.06 0.05
C -2.247 -0.549 -0.095 0.13 0.09 0.07
C -2.065 0.317 -1.156 -0.13 0.06 -0.14
C -3.061 1.244 -1.434 0.00 0.04 0.01
C -4.211 1.291 -0.657 -0.03 0.01 -0.02
C -4.376 0.411 0.407 0.02 0.01 -0.08
C -3.385 -0.514 0.697 0.00 -0.08 0.14
H -0.242 -2.037 -2.419 -0.02 -0.08 0.04
H -0.736 -3.876 -4.021 -0.05 0.00 0.11
H -2.065 -5.830 -3.283 0.04 0.04 0.05
H -2.886 -5.969 -0.957 -0.01 0.03 -0.01
H -2.412 -4.119 0.639 0.09 -0.04 -0.14
H -1.165 0.284 -1.756 0.09 0.03 0.02
H -2.922 1.944 -2.250 -0.01 -0.03 0.04
H -4.981 2.025 -0.876 0.11 -0.08 0.05
H -5.265 0.460 1.021 0.01 0.00 0.01
H -3.482 -1.185 1.549 0.03 0.13 -0.11
Br 5.514 -2.040 2.241 0.02 -0.03 0.02
C 4.599 -0.397 2.197 0.01 -0.10 -0.01
C 5.102 0.717 2.842 0.11 0.15 0.11
C 4.380 1.897 2.771 0.20 0.08 0.17
C 3.204 1.929 2.049 -0.14 0.20 -0.02
N 2.739 0.854 1.424 0.56 -0.84 0.00
C 3.412 -0.303 1.501 -0.08 0.28 0.05
H 6.037 0.659 3.388 -0.11 0.02 -0.04
H 4.724 2.791 3.276 -0.01 -0.08 -0.06
H 2.602 2.826 1.963 0.00 -0.01 -0.02
H 2.984 -1.164 1.006 -0.03 0.00 -0.08
C 3.876 1.585 -2.908 -0.06 0.06 0.09
O 3.414 1.562 -1.538 0.17 0.08 0.03
C 2.161 1.191 -1.345 0.06 0.00 -0.52
O 1.393 0.826 -2.206 -0.10 -0.10 -0.70
H 4.937 1.381 -2.868 0.15 0.00 0.00
H 3.695 2.571 -3.325 -0.03 0.07 -0.03
H 3.358 0.838 -3.496 -0.05 -0.10 -0.04
```
Positions in Å, forces in eV/Å.

Results
ΔE to the lowest compared entry with this formula, charge and spin (kcal per mole): 0.0
LUMO level (spin up / spin down) (Ha): -0.0319 / -0.0155
Energy (hartree): -6920.234321
Multiplicity: 5
Orbital gap (spin up / spin down) (eV): 5.9 / 6.4

These are the Mulliken partial charges, in e, on atoms 1 to 4: 1.0501 -0.5969 0.5988 -0.1531



Entry 4:
This record from the OMol25 dataset describes C22H17CrNO5 as an isolated structure at a distorted geometry. The level of theory is wB97M-V/def2-TZVPD.

XYZ file:
```
46
Properties=species:S:1:pos:R:3:forces:R:3
C 0.408 -4.767 0.567 0.27 -1.25 0.00
C -0.807 -3.903 0.562 -0.31 0.57 0.01
N -1.998 -4.537 0.566 -1.07 -0.90 0.00
C -3.186 -3.897 0.570 1.39 -2.87 -0.01
C -4.403 -4.758 0.569 -0.80 -0.43 0.00
O -3.340 -2.697 0.575 0.38 2.49 0.01
O -0.649 -2.705 0.554 -0.06 1.75 0.00
H 0.136 -5.822 0.569 0.10 0.03 0.00
H 1.015 -4.564 -0.315 -0.07 0.13 0.01
H 1.010 -4.560 1.451 -0.07 0.13 -0.01
H -4.132 -5.813 0.568 0.30 0.19 0.00
H -5.007 -4.553 1.451 -0.03 0.12 -0.01
H -5.006 -4.552 -0.314 -0.03 0.12 0.01
O 3.723 4.606 -2.226 -0.11 -0.66 0.85
C 3.573 3.962 -1.298 0.17 1.32 -1.66
Cr 3.334 2.875 0.206 0.83 0.50 -0.19
C 1.556 3.463 0.388 -2.39 0.68 0.24
O 0.472 3.798 0.493 1.32 -0.37 -0.13
C 3.954 4.166 1.398 0.54 1.48 1.25
O 4.343 4.943 2.134 -0.27 -0.71 -0.58
C 5.166 1.730 0.038 0.46 -0.26 -0.02
C 4.329 1.427 -1.069 -0.02 -0.31 0.35
C 2.988 1.034 -0.858 -0.24 -0.36 -0.41
C 2.454 0.912 0.472 0.69 -0.44 0.07
C 1.111 0.596 0.670 -2.77 -0.44 0.30
C -0.128 0.480 0.813 4.55 0.47 -0.63
C -1.450 0.462 0.908 -1.67 -0.19 0.55
C -2.343 0.770 -0.154 -0.25 0.10 -0.62
C -3.732 0.769 0.050 0.34 -0.08 0.18
C -4.590 1.052 -0.985 -0.26 -0.03 0.10
C -4.094 1.340 -2.243 -0.24 0.04 -0.20
C -2.730 1.357 -2.463 0.20 0.06 -0.25
C -1.862 1.082 -1.437 0.02 -0.04 0.24
C 3.318 1.221 1.580 -0.03 -0.32 0.38
C 4.661 1.608 1.360 -0.12 -0.32 -0.23
H 6.194 2.063 -0.128 -0.45 -0.10 0.08
H 4.716 1.527 -2.087 -0.21 0.04 0.40
H 2.334 0.828 -1.707 0.26 0.04 0.34
H -1.869 0.203 1.864 -0.19 -0.07 0.30
H -4.116 0.539 1.028 -0.10 -0.07 0.23
H -5.654 1.042 -0.817 -0.15 0.01 0.04
H -4.773 1.550 -3.054 -0.09 0.04 -0.10
H -2.349 1.583 -3.446 0.06 0.04 -0.13
H -0.800 1.102 -1.605 0.26 -0.04 -0.06
H 2.914 1.191 2.593 0.16 -0.08 -0.38
H 5.308 1.846 2.209 -0.31 -0.01 -0.32
```
Positions in Å, forces in eV/Å.

Results
ΔE to the lowest compared entry with this formula, charge and spin (kcal per mole): 0.0
LUMO level (spin up / spin down) (Ha): -0.1090 / -0.1986
Energy (hartree): -2323.574875
Multiplicity: 4
Net charge: +1
Orbital gap (spin up / spin down) (eV): 7.1 / 5.9

These are the Mulliken partial charges, in e, on atoms 1 to 4: -0.9602 0.7288 -0.4019 0.7060



Entry 5:
This record from the OMol25 dataset describes C22H18BIIrN3O6 as an isolated structure. The level of theory is wB97M-V/def2-TZVPD.

XYZ file:
```
52
Properties=species:S:1:pos:R:3:forces:R:3
Ir -0.856 -0.085 0.756 0.82 0.32 -0.13
O 1.300 -3.133 -3.518 -0.15 -0.01 -0.04
C 0.007 -2.954 -3.841 0.11 -0.03 0.10
C -0.410 -3.513 -5.049 -0.03 -0.07 -0.09
C -1.721 -3.407 -5.451 -0.02 -0.03 -0.08
C -2.666 -2.738 -4.665 -0.02 -0.04 -0.06
C -2.263 -2.166 -3.489 0.12 0.06 0.10
C -0.926 -2.251 -3.050 -0.02 0.04 0.00
C -0.577 -1.587 -1.802 0.07 -0.11 -0.08
O -1.414 -0.866 -1.200 0.12 -0.05 -0.12
N 0.704 -1.778 -1.327 -0.38 0.31 -0.30
N 0.877 -1.258 -0.140 0.07 -0.03 0.12
C 2.130 -1.330 0.319 -0.11 0.06 0.06
C 2.570 -0.792 1.520 0.00 0.14 0.07
C 3.982 -0.794 1.767 -0.12 -0.08 -0.12
C 4.501 -0.164 2.842 0.02 0.16 0.26
C 3.629 0.511 3.753 0.18 -0.05 -0.06
C 2.280 0.501 3.595 -0.03 -0.04 0.05
C 1.686 -0.182 2.499 -0.01 -0.26 -0.15
O 0.413 -0.288 2.438 -0.13 0.30 0.06
H 1.461 -2.709 -2.653 0.05 0.06 0.04
H 0.326 -4.035 -5.646 -0.03 0.02 0.02
H -2.022 -3.852 -6.392 0.01 0.01 0.04
H -3.698 -2.674 -4.984 0.04 0.01 0.00
H -2.968 -1.636 -2.864 0.00 0.01 0.01
H 2.858 -1.815 -0.326 -0.03 0.00 -0.07
H 4.630 -1.294 1.056 -0.06 0.02 -0.01
H 5.570 -0.156 3.009 -0.05 0.03 0.03
H 4.059 1.040 4.595 0.00 -0.03 -0.01
H 1.615 0.988 4.297 0.03 -0.02 -0.01
O -0.438 -3.130 2.477 0.00 -0.29 -0.20
B -1.287 -3.044 1.403 0.36 0.24 0.11
O -0.812 -3.628 0.260 0.01 -0.21 0.14
C 0.455 -4.079 0.627 -0.28 -0.16 -0.13
C 1.389 -4.707 -0.157 0.10 -0.12 -0.07
C 2.594 -5.029 0.469 -0.01 0.03 -0.04
C 2.820 -4.730 1.810 -0.05 0.07 0.06
C 1.854 -4.093 2.590 0.14 -0.08 0.04
C 0.678 -3.781 1.955 -0.23 0.11 0.27
H 1.196 -4.940 -1.196 0.01 0.02 0.02
H 3.367 -5.528 -0.102 -0.03 0.01 0.02
H 3.766 -5.000 2.260 -0.01 0.00 0.00
H 2.015 -3.858 3.634 0.00 -0.01 -0.04
N -3.557 2.409 2.362 -0.10 0.08 0.29
C -3.074 1.931 1.223 -0.03 -0.05 -0.56
O -1.825 1.863 1.044 -0.31 -0.26 0.08
C -4.009 1.528 0.189 0.07 0.00 0.14
I -3.037 -1.830 1.450 -0.18 -0.16 0.19
H -2.911 2.687 3.085 -0.01 0.02 0.00
H -4.545 2.483 2.534 0.00 0.05 -0.01
H -3.615 1.151 -0.746 0.01 0.03 0.09
H -5.079 1.611 0.328 0.10 0.00 0.01
```
Positions in Å, forces in eV/Å.

Results
ΔE to the lowest compared entry with this formula, charge and spin (kcal per mole): 0.0
LUMO level (spin up / spin down) (Ha): -0.1198 / -0.1981
Energy (hartree): -1891.499632
Multiplicity: 6
Net charge: +1
Orbital gap (spin up / spin down) (eV): 7.3 / 5.6

These are the Mulliken partial charges, in e, on atoms 1 to 4: 1.5912 -0.6574 0.4929 -0.6661



Entry 6:
This record from the OMol25 dataset describes one molecule with the formula C22H18BrN2O3PS2 at a distorted geometry. The level of theory is wB97M-V/def2-TZVPD.

XYZ file:
```
49
Properties=species:S:1:pos:R:3:forces:R:3
C 2.800 2.778 3.389 0.78 -0.64 0.34
C 2.614 1.723 2.150 -0.55 -1.68 -1.21
C 2.424 0.131 2.629 -0.34 0.08 -4.48
C 2.178 -1.022 1.498 0.36 3.37 -0.76
C 2.132 -0.562 -0.111 0.37 2.04 2.58
C 2.311 1.044 -0.545 0.57 -2.04 1.93
C 2.179 1.371 -2.146 -1.25 -0.04 -0.14
C 0.761 2.244 -2.315 -0.81 -1.10 0.08
C -0.487 1.133 -2.407 -0.22 -0.94 -1.08
S -1.653 1.294 -0.901 -1.58 -0.40 -0.23
C -3.317 0.505 -1.267 -1.62 -1.29 -1.70
S -3.653 -0.347 -2.739 0.97 1.82 2.90
N -4.508 0.571 -0.293 -2.70 0.62 2.93
C -4.561 0.969 1.165 -3.25 0.03 1.59
C -6.101 0.897 1.812 4.19 -1.03 -6.14
N -6.952 0.433 0.616 6.85 0.64 -1.45
C -5.987 0.255 -0.572 -1.78 0.83 3.69
C 2.589 2.242 0.596 0.13 -5.74 1.91
P 2.796 4.025 -0.031 0.10 -0.21 -2.40
O 3.998 3.956 -1.342 -0.25 -1.84 3.43
Br 3.763 5.459 1.423 0.21 -0.78 -0.03
C 1.898 -1.804 -1.153 1.48 -1.89 -3.73
O 2.566 -2.061 -2.276 -3.79 2.18 6.43
C 0.738 -2.927 -0.717 -1.29 -1.30 1.40
C -0.315 -3.544 -1.813 0.51 -0.96 4.08
C -1.386 -4.678 -1.303 3.29 2.00 2.69
C -1.344 -5.136 0.288 1.86 2.25 -1.39
C -0.288 -4.491 1.408 0.26 1.13 -3.94
C 0.795 -3.372 0.895 -2.48 -1.35 -2.18
C 1.927 -2.632 1.881 1.47 -1.85 3.04
O 2.538 -3.244 2.898 -3.94 3.91 -6.24
H 3.956 3.045 3.501 -2.53 -0.51 -0.39
H 2.202 3.779 3.287 1.10 -2.12 -0.01
H 2.504 2.250 4.410 0.47 1.05 -2.32
H 2.455 -0.214 3.756 -0.04 1.04 -2.57
H 1.985 0.408 -2.825 0.71 1.85 1.99
H 3.103 1.899 -2.631 -1.80 -0.73 1.37
H 0.513 2.903 -1.382 0.81 -0.91 -1.93
H 0.725 2.847 -3.320 0.21 -1.03 2.14
H -0.111 0.023 -2.375 -0.58 2.19 -0.09
H -1.117 1.251 -3.389 1.14 -0.14 2.00
H -3.642 1.315 1.805 -1.76 -0.88 -1.86
H -6.450 1.132 2.917 0.79 -0.63 -2.86
H -6.480 -0.077 -1.581 1.67 0.78 2.17
H 4.717 3.315 -1.019 -1.21 1.33 -0.86
H -0.237 -3.134 -2.927 -0.28 -1.12 2.74
H -2.119 -5.140 -2.102 1.59 0.98 2.07
H -2.130 -5.971 0.617 2.02 2.14 -0.66
H -0.328 -4.842 2.543 0.15 0.86 -2.85
```
Positions in Å, forces in eV/Å.

Results
SMILES string: Cc1cc2c(c(CCCSC(=S)n3ccnc3)c1P(O)Br)C(=O)c1ccccc1C2=O
LUMO level (Ha): -0.0716
Energy (hartree): -4895.193484
Orbital gap (eV): 6.3

These are the Mulliken partial charges, in e, on atoms 1 to 4: -1.2079 0.8132 -0.8072 0.1121